(1)
The following is a DFT calculation (ωB97M-V/def2-TZVPD) of the ion C3HO2 with charge -1 in a non-equilibrium geometry.

```
6
Properties=species:S:1:pos:R:3
C -0.08819 0.18365 0.12913
C -0.63748 1.18620 0.48282
C -1.27136 2.40654 1.07833
O -2.32744 2.16080 1.76016
O -0.73245 3.51485 0.81697
H 0.05451 -0.73825 -0.29052
```

Its SMILES is C#CC(=O)[O-]. As for the total energy: -7221.622 eV. The calculation puts the molar mass at 69.04 g mol⁻¹. Its HOMO energy is -0.155 Eh. The value obtained for the relative energy (zero: lowest compared OMol25 entry of this formula, charge and spin) is 0.00 kcal per mole. The total charge is -1. The calculation puts the LUMO energy at 4.33 eV.



(2)
The following is a DFT calculation (ωB97M-V/def2-TZVPD) of a structure of composition C23H21BCuF2N3O2.

```
53
Properties=species:S:1:pos:R:3
Cu 0.30725 -0.51763 -0.14050
C 1.24666 -0.67304 -3.60456
C 0.99477 0.81175 -3.56887
C 0.66987 1.47993 -4.74708
C 0.46068 2.85135 -4.76656
C 0.57548 3.56090 -3.58030
C 0.89927 2.92657 -2.38104
C 0.98173 3.73938 -1.11430
C 1.11981 1.53652 -2.37220
N 1.42558 0.86740 -1.15984
C 2.54033 1.25335 -0.48668
O 3.45338 1.98823 -0.86891
C 2.61579 0.68233 0.92652
C 3.75108 0.60238 1.71074
C 3.64998 -0.09208 2.91575
C 2.45682 -0.71134 3.28811
C 1.37627 -0.56820 2.44137
N 1.47959 0.16643 1.35092
C 0.02911 -1.26782 2.59345
O -0.19433 -1.85379 3.65283
N -0.78052 -1.12613 1.50999
C -2.16387 -1.37026 1.67639
C -2.86544 -0.74369 2.73098
C -2.17994 0.19227 3.69477
C -4.23828 -0.94092 2.85856
C -4.94680 -1.72568 1.96263
C -4.26135 -2.30520 0.90579
C -2.88768 -2.13813 0.74427
C -2.21363 -2.79983 -0.42850
H 1.09643 -1.06028 -4.61452
H 0.58391 -1.21513 -2.92846
H 2.26745 -0.91076 -3.28750
H 0.58279 0.90556 -5.66583
H 0.21133 3.35871 -5.69364
H 0.40494 4.63559 -3.57179
H 0.42448 4.67176 -1.22718
H 2.01844 3.97111 -0.86505
H 0.56824 3.18781 -0.26489
H 4.67844 1.03915 1.35934
H 4.51951 -0.18136 3.55586
H 2.36279 -1.31137 4.18457
H -1.49240 0.86046 3.16484
H -1.58774 -0.35017 4.43192
H -2.92136 0.80180 4.21310
H -4.75777 -0.45058 3.67945
H -6.01486 -1.87297 2.07672
H -4.79762 -2.91168 0.18023
H -2.95078 -3.33679 -1.02841
H -1.44095 -3.50330 -0.11871
H -1.72099 -2.06958 -1.08095
F 0.86552 -3.39776 -1.35353
B 1.25925 -2.30402 -0.66809
F 2.53934 -2.38123 -0.22120
```

As for the total energy: -83514.264 eV. The calculation puts the molar mass at 483.79 g mol⁻¹. Its HOMO energy (alpha / beta) is -0.177 / -0.187 Eh. The value obtained for the relative energy (zero: lowest compared OMol25 entry of this formula, charge and spin) is 12.20 kcal per mole. The total charge is -1. Its expectation value of S² is 0.755. As for the multiplicity: 2. The calculation puts the LUMO energy (alpha / beta) at 2.91 / 2.44 eV.



(3)
The following is a DFT calculation (ωB97M-V/def2-TZVPD) of a structure of composition C30H24InN9S2Se.

```
67
Properties=species:S:1:pos:R:3
In 0.75694 0.20442 -0.55500
C -2.21684 0.82724 -1.65176
N -1.55713 -0.21263 -0.82341
C -2.14337 -0.19940 0.53880
C -1.22580 -0.86326 1.54520
N -0.04308 -0.02598 1.84757
C -0.51060 1.07007 2.73093
C 1.06797 -0.76516 2.50253
C 0.88266 -2.11362 2.81849
C 1.89176 -2.88924 3.35685
C 3.12566 -2.30511 3.59916
C 3.30269 -0.96537 3.34201
C 2.29601 -0.12409 2.82397
S 2.71041 1.56597 2.63894
C -1.69154 -1.53731 -1.44516
C -2.92198 -1.87221 -2.00768
C -3.11863 -3.09058 -2.62634
C -2.06798 -3.99616 -2.67924
C -0.85070 -3.67560 -2.11608
C -0.62932 -2.44763 -1.48191
S 0.95373 -2.21433 -0.73198
H -2.05347 0.62477 -2.70454
H -1.80265 1.80609 -1.42368
H -3.29208 0.85178 -1.46031
H -3.10890 -0.71411 0.51764
H -2.34320 0.84224 0.79466
H -0.90491 -1.80899 1.11792
H -1.77995 -1.08374 2.46358
H -0.79800 0.64319 3.69727
H -1.38294 1.55619 2.29767
H 0.29013 1.78797 2.87893
H -0.06276 -2.59656 2.63927
H 1.71203 -3.93396 3.57131
H 3.94120 -2.88697 4.01042
H 4.25224 -0.49288 3.56133
H -3.73700 -1.16225 -1.97391
H -4.07439 -3.32304 -3.07476
H -2.19575 -4.95312 -3.16751
H -0.03188 -4.38188 -2.16016
Se 6.00801 5.99961 0.00381
N 6.14182 4.24491 -0.31295
C 4.93246 3.76260 -0.28332
C 4.62023 2.34847 -0.47223
C 5.60818 1.37996 -0.63448
C 5.24731 0.05493 -0.72803
C 3.89670 -0.27158 -0.67968
N 2.95914 0.65085 -0.52885
C 3.29663 1.93698 -0.40056
C 2.20222 2.90546 -0.16648
N 0.94582 2.43673 -0.12526
C -0.04221 3.26441 0.17670
C 0.15851 4.61379 0.43882
C 1.43846 5.11223 0.35849
C 2.48488 4.24852 0.04151
C 3.87394 4.70281 -0.01818
N 4.22900 5.94184 0.16744
H 6.64497 1.68724 -0.66584
H 5.98395 -0.72683 -0.83948
H 3.55387 -1.29513 -0.76744
H -1.03451 2.83836 0.22649
H -0.68152 5.24330 0.69340
H 1.65628 6.15484 0.54758
N -2.32855 -0.25958 -5.62065
C -1.25430 -0.20596 -5.19590
N -0.00570 -0.18244 -4.76179
C 0.32582 0.33056 -3.66111
N 0.68229 0.81129 -2.64573
```

As for the total energy: -137101.931 eV. The calculation puts the molar mass at 768.50 g mol⁻¹. Its HOMO energy is -0.240 Eh. The calculation puts the LUMO energy at -1.20 eV.



(4)
The following is a DFT calculation (ωB97M-V/def2-TZVPD) of a structure of composition C18H8AuF7NS in a non-equilibrium geometry.

```
36
Properties=species:S:1:pos:R:3
Au -3.84365 -2.47600 -14.39703
F -8.26433 4.50522 -18.67482
C -7.65162 3.62137 -17.81422
C -7.14295 2.42839 -18.29991
F -7.22719 2.10385 -19.59077
C -6.49673 1.54114 -17.43120
F -6.00245 0.37437 -17.99033
C -6.34057 1.79881 -16.03709
S -5.53232 0.77828 -14.95787
C -6.90890 3.00809 -15.58180
F -6.77490 3.34797 -14.31178
C -7.52602 3.89412 -16.43846
F -8.06445 5.06117 -15.94382
F -1.45357 -7.36455 -14.60898
C -1.78753 -6.24645 -13.89659
C -2.46264 -5.22301 -14.47140
C -2.88472 -4.10472 -13.63643
C -2.61569 -4.14248 -12.27371
C -1.93118 -5.26043 -11.73146
F -1.53365 -5.35566 -10.44192
C -1.50388 -6.31051 -12.51040
C -3.01748 -2.92256 -11.57429
C -2.87159 -2.76043 -10.21620
C -3.29295 -1.57564 -9.61476
C -3.97732 -0.58957 -10.37420
C -4.05447 -0.84925 -11.74530
N -3.63215 -1.97752 -12.32939
H -2.61292 -5.25827 -15.54475
H -1.00704 -7.17738 -12.17540
H -2.30180 -3.52493 -9.67253
H -3.03877 -1.42881 -8.57922
H -4.37315 0.35292 -10.02561
H -4.49736 -0.07851 -12.33896
C -4.19151 -2.60233 -16.34328
H -3.94399 -3.33477 -16.96849
H -4.77606 -1.79983 -16.83846
```

As for the total energy: -53832.581 eV. The calculation puts the molar mass at 600.29 g mol⁻¹. Its HOMO energy (alpha / beta) is -0.139 / -0.139 Eh. The value obtained for the relative energy (zero: lowest compared OMol25 entry of this formula, charge and spin) is 0.00 kcal per mole. The total charge is -1. Its expectation value of S² is 2.009. As for the multiplicity: 3. The calculation puts the LUMO energy (alpha / beta) at 1.99 / 1.83 eV.



(5)
The following is a DFT calculation (ωB97M-V/def2-TZVPD) of an isolated molecule of C17H26N2O3S.

```
49
Properties=species:S:1:pos:R:3
C -4.01362 -1.76861 0.71906
C -3.49926 -0.33767 0.81677
C -3.95064 0.49934 -0.37662
H -3.53160 0.07295 -1.29005
H -5.04012 0.46019 -0.45795
C -3.52098 1.96739 -0.25717
C -2.02750 2.11156 -0.23867
C -1.29493 1.91550 -1.40595
C 0.08279 2.02128 -1.39799
C 0.72993 2.33950 -0.22053
C 0.02610 2.55275 0.94644
C -1.35300 2.43396 0.93300
H -1.91197 2.59202 1.84339
H 0.56337 2.82517 1.84131
S 2.51451 2.37459 -0.20928
O 2.98860 3.26462 0.80709
O 2.98602 2.52682 -1.55603
N 2.95079 0.82741 0.24288
H 2.61064 0.17635 -0.44695
C 2.64381 0.43803 1.60287
C 3.17030 -0.96825 1.89566
H 3.33729 -1.07843 2.96729
H 4.12571 -1.09820 1.38591
C 2.17321 -2.04819 1.45927
N 1.80448 -1.95601 0.06909
C 0.64454 -1.40836 -0.35221
O -0.18645 -0.89457 0.36620
C 0.58010 -1.56851 -1.86190
H -0.09293 -2.40034 -2.08141
C 2.02170 -1.88179 -2.26180
H 2.55016 -0.96057 -2.51393
H 2.08614 -2.55527 -3.11389
C 2.61995 -2.50206 -0.99302
H 2.53885 -3.59749 -1.00179
H 3.66963 -2.23516 -0.85155
H 0.17690 -0.67346 -2.33047
H 1.24804 -1.93350 2.03191
H 2.58942 -3.04291 1.64911
H 1.56263 0.46859 1.79915
H 3.13556 1.18131 2.23298
H 0.67458 1.88594 -2.29065
H -1.81207 1.67907 -2.32483
H -3.94368 2.38959 0.65617
H -3.92553 2.52214 -1.10759
H -2.40970 -0.34900 0.85748
H -3.87056 0.11693 1.73831
H -3.63636 -2.24543 -0.18289
H -5.10182 -1.78838 0.68819
H -3.68306 -2.35083 1.57559
```

Its SMILES is CCCCc1ccc(S(=O)(=O)NCCCN2CCCC2=O)cc1. As for the total energy: -38009.767 eV. The calculation puts the molar mass at 338.47 g mol⁻¹. Its HOMO energy is -0.339 Eh. The value obtained for the relative energy (zero: lowest compared OMol25 entry of this formula, charge and spin) is 17.27 kcal per mole. The calculation puts the LUMO energy at 0.66 eV.